Molecular formula: C6H10N2O2
Method: DFT, ωB97M-V/def2-TZVPD

```
! wB97M-V def2-TZVPD RIJCOSX def2/J DEFGRID3
* xyz 0 1
C 0.119 -0.672 1.855
C 2.439 -0.054 0.753
C -0.785 1.580 -0.526
C -1.830 -0.690 -1.175
C 1.184 -0.913 0.709
C -0.786 0.057 -0.426
N -0.936 -0.219 1.298
N 0.508 -0.554 -0.601
O 3.418 -0.312 1.358
O 2.223 1.152 0.229
H -1.849 1.993 -0.359
H -0.136 2.063 0.196
H -0.679 1.809 -1.644
H -2.648 -0.960 -0.374
H -1.568 -1.627 -1.513
H -2.241 -0.032 -1.956
H 0.211 -0.708 2.899
H 1.582 -1.866 0.905
H 1.314 1.258 -0.248
H 0.459 -1.307 -1.382
*
```

Computed properties:
Energy ... -494.538460 hartree
SMILES ... CC1(C)N=C[C@H](C(=O)O)N1
HOMO-LUMO gap ... 9.93 eV
Energy above the lowest of the compared OMol25 structures with the same formula, charge and spin ... 276.38 kJ/mol